Here is a cluster of 13 separate species, H26O13 in total from the Open Molecules 2025 dataset. Energies are from ωB97M-V with the def2-TZVPD basis set.

ORCA input file:
```
! wB97M-V def2-TZVPD RIJCOSX def2/J DEFGRID3
* xyz 0 1
O -2.86 0.63 1.82
H -3.80 0.38 1.88
H -2.41 0.20 2.36
O -2.76 1.59 -0.93
H -2.56 1.56 0.01
H -3.08 0.84 -1.21
O 2.16 2.08 -2.68
H 1.45 2.37 -2.21
H 2.24 2.74 -3.40
O -0.99 -2.56 -0.40
H -0.25 -1.89 -0.52
H -0.99 -3.05 -1.18
O 0.29 -0.08 -0.40
H 0.66 0.81 -0.67
H -0.11 0.05 0.70
O 0.04 -2.87 2.08
H -0.16 -3.72 2.21
H -0.41 -2.86 1.17
O 3.13 1.03 -0.32
H 2.98 1.31 -1.27
H 3.93 0.50 -0.40
O -1.23 -1.15 3.53
H -0.75 -1.74 2.98
H -0.94 -1.42 4.50
O 0.02 2.60 -1.17
H -0.05 3.21 -0.42
H -1.01 2.45 -1.30
O 2.51 -1.44 1.33
H 1.84 -1.75 1.86
H 2.30 -0.74 0.65
O -1.19 -0.37 -2.70
H -1.83 -1.28 -2.69
H -0.93 -0.20 -1.83
O 1.33 0.24 -3.79
H 1.84 0.78 -3.12
H 0.57 -0.20 -3.32
O 0.31 0.65 2.45
H -0.14 0.29 3.08
H 0.87 1.01 3.29
*
```

- orbital gap (eV) = 9.240
- F_max (eV/A) = 12.10
- relative energy (zero: lowest compared OMol25 entry of this formula, charge and spin) (kJ/mol) = 548.1
- HOMO level (eV) = -9.214

Here is a structure of composition C57H38GeIMoN12 from the Open Molecules 2025 dataset. Energies are from ωB97M-V with the def2-TZVPD basis set.

ORCA input file:
```
! wB97M-V def2-TZVPD RIJCOSX def2/J DEFGRID3
* xyz -1 1
Mo -0.02 0.61 1.67
C 5.79 -1.50 3.77
C 5.03 -2.48 4.49
C 3.66 -2.48 4.46
C 3.00 -1.48 3.71
C 1.64 -1.27 3.40
N 1.60 -0.16 2.60
C 2.86 0.31 2.28
N 3.18 1.23 1.27
C 2.35 2.01 0.67
C 2.61 2.78 -0.57
C 3.74 2.86 -1.36
C 3.68 3.67 -2.50
C 2.53 4.38 -2.82
C 1.39 4.29 -2.02
C 1.44 3.46 -0.92
C 0.41 3.19 0.14
N -0.38 4.31 0.64
C -1.13 3.14 0.26
N -1.59 0.84 0.70
C -2.66 0.19 0.10
N -2.96 -1.06 0.70
C -2.25 -1.52 1.70
N -1.06 -1.10 2.26
C -0.58 -2.04 3.17
N 0.58 -2.11 3.71
C -1.62 -3.09 3.31
C -1.69 -4.22 4.10
C -2.80 -5.05 3.96
C -3.81 -4.75 3.05
C -3.73 -3.61 2.25
C -2.62 -2.80 2.40
C -3.22 0.74 -0.99
C -4.32 0.04 -1.66
C -4.96 0.58 -2.69
C -4.60 1.93 -3.18
C -3.59 2.62 -2.66
C -2.70 2.09 -1.57
N 1.05 2.25 1.03
C 3.76 -0.50 2.99
C 5.17 -0.53 3.03
H 6.87 -1.54 3.81
H 5.55 -3.24 5.07
H 3.08 -3.23 5.00
H 4.63 2.31 -1.10
H 4.55 3.74 -3.15
H 2.51 5.01 -3.70
H 0.48 4.83 -2.26
H -0.89 -4.45 4.80
H -2.88 -5.95 4.57
H -4.66 -5.41 2.96
H -4.50 -3.36 1.53
H -4.61 -0.93 -1.27
H -5.76 0.04 -3.17
H -5.18 2.36 -3.99
H -3.34 3.61 -3.04
H 5.75 0.21 2.47
N -2.25 2.49 4.81
C -1.37 1.87 5.75
C -0.46 1.21 5.01
N -0.70 1.41 3.65
C -1.80 2.22 3.56
C -2.24 2.59 2.31
N -1.40 2.11 1.30
C -2.45 3.13 -0.45
C -3.49 3.34 0.41
N -3.31 3.38 1.77
H -2.88 3.23 5.03
H -1.51 1.95 6.81
H 0.36 0.59 5.35
H -1.72 1.89 -2.02
H -4.52 3.33 0.05
H -4.13 3.53 2.34
C 0.71 -0.46 0.17
Ge 0.64 -0.79 -1.71
C 2.46 -0.58 -2.45
C 2.68 -0.41 -3.82
C 3.97 -0.28 -4.33
C 5.06 -0.32 -3.48
C 4.86 -0.48 -2.11
C 3.57 -0.60 -1.60
C 0.16 -2.68 -1.88
C 1.03 -3.62 -2.43
C 0.67 -4.97 -2.53
C -0.57 -5.39 -2.07
C -1.45 -4.47 -1.50
C -1.08 -3.13 -1.41
C -0.49 0.19 -2.96
C -0.13 1.50 -3.32
C -0.83 2.20 -4.29
C -1.91 1.59 -4.94
C -2.27 0.29 -4.61
C -1.56 -0.41 -3.63
H 1.39 -1.27 0.49
H 1.83 -0.38 -4.51
H 4.12 -0.15 -5.40
H 6.07 -0.21 -3.87
H 5.71 -0.50 -1.43
H 3.44 -0.70 -0.53
H 2.01 -3.30 -2.79
H 1.37 -5.68 -2.96
H -0.85 -6.44 -2.14
H -2.41 -4.80 -1.12
H -1.77 -2.43 -0.94
H 0.72 1.97 -2.84
H -0.54 3.21 -4.54
H -2.45 2.13 -5.70
H -3.10 -0.18 -5.11
H -1.86 -1.42 -3.37
I -0.07 5.01 2.56
*
```

- orbital gap (spin up / spin down) (eV) = 4.836 / 4.835
- F_max (eV/A) = 2.31
- HOMO level (spin up / spin down) (eV) = -3.375 / -3.375

Here is the molecule CH4N2O3 from the Open Molecules 2025 dataset. Energies are from ωB97M-V with the def2-TZVPD basis set.

ORCA input file:
```
! wB97M-V def2-TZVPD RIJCOSX def2/J DEFGRID3
* xyz 0 1
C -0.79 1.31 -0.07
N -1.04 0.09 0.05
O -1.86 -0.58 -0.55
O -0.14 -0.64 0.87
N 1.20 -0.94 0.01
O 1.39 -0.07 -0.82
H -0.01 1.86 0.50
H -1.48 1.95 -0.60
H 0.77 -1.87 -0.20
H 1.96 -1.11 0.82
*
```

- orbital gap (eV) = 9.428
- F_max (eV/A) = 4.84
- relative energy (zero: lowest compared OMol25 entry of this formula, charge and spin) (kJ/mol) = 547.7
- HOMO level (eV) = -9.171
- structure (SMILES) = C=[N+]([O-])O[NH2+][O-]

Here is a cluster of 2 separate species, C5H7Cl3N2 in total from the Open Molecules 2025 dataset. Energies are from ωB97M-V with the def2-TZVPD basis set.

ORCA input file:
```
! wB97M-V def2-TZVPD RIJCOSX def2/J DEFGRID3
* xyz 0 3
C -2.63 0.42 0.61
C -0.68 1.25 -0.52
C -1.22 0.17 0.43
C -0.98 -1.25 -0.02
C 2.55 -0.06 0.12
N -3.75 0.66 0.71
N 0.07 -1.56 -0.63
Cl 3.82 -1.27 0.34
Cl 3.17 1.30 -0.84
Cl 2.01 0.51 1.70
H -0.82 2.23 -0.07
H 0.37 1.11 -0.72
H -1.22 1.23 -1.46
H -0.73 0.28 1.41
H -1.80 -1.95 0.22
H 0.15 -2.54 -0.91
H 1.69 -0.55 -0.39
*
```

- orbital gap (spin up / spin down) (eV) = 6.712 / 7.657
- expectation value of S² = 2.0061
- F_max (eV/A) = 6.44
- relative energy (zero: lowest compared OMol25 entry of this formula, charge and spin) (kJ/mol) = 46.3
- HOMO level (spin up / spin down) (eV) = -6.240 / -11.367

Here is the ion C9H11BF7INO3 with charge -1 from the Open Molecules 2025 dataset. Energies are from ωB97M-V with the def2-TZVPD basis set.

ORCA input file:
```
! wB97M-V def2-TZVPD RIJCOSX def2/J DEFGRID3
* xyz -1 1
C -4.02 -1.53 0.89
C -2.50 -0.92 1.27
C -1.79 -0.58 -0.16
I -2.95 0.90 -1.37
N -0.39 -0.05 -0.12
B 0.18 0.19 1.24
C 1.31 -0.70 2.05
O -0.37 1.37 2.00
C 0.53 -0.58 -1.17
C 0.88 -2.20 -0.96
O 1.71 -2.90 -1.77
O 0.24 -3.04 0.12
C 1.84 0.32 -1.53
F 3.01 0.10 -0.59
F 2.35 -0.21 -2.85
C 1.61 1.91 -1.77
F 2.06 2.25 -3.18
F 0.22 2.40 -1.69
C 2.56 2.90 -0.82
F 3.96 2.79 -1.29
F 2.37 2.69 0.63
F 2.09 4.30 -1.13
H -4.01 -2.18 -0.08
H -4.69 -0.57 0.69
H -4.52 -2.07 1.82
H -2.73 0.03 1.95
H -1.98 -1.79 1.88
H -1.84 -1.58 -0.81
H 0.70 -1.48 2.71
H 2.08 -1.26 1.37
H 1.90 -0.02 2.83
H 0.31 2.11 2.02
H -0.11 -0.59 -2.18
*
```

- orbital gap (eV) = 7.184
- F_max (eV/A) = 8.10
- HOMO level (eV) = -4.768
- structure (SMILES) = CC[C@@H](I)N(B(C)O)[C@H](C(=O)[O-])C(F)(F)C(F)(F)C(F)(F)F

Here is the ion C3H4NO with charge +1 from the Open Molecules 2025 dataset. Energies are from ωB97M-V with the def2-TZVPD basis set.

ORCA input file:
```
! wB97M-V def2-TZVPD RIJCOSX def2/J DEFGRID3
* xyz 1 1
C -1.64 -1.31 -0.04
C -2.43 -0.11 0.00
O -1.73 0.91 -0.03
C -0.36 0.76 -0.01
N -0.23 -0.72 0.08
H 0.21 1.40 0.82
H 0.11 1.13 -0.98
H 0.08 -1.12 0.99
H 0.33 -1.05 -0.61
*
```

- orbital gap (spin up / spin down) (eV) = 7.349 / 7.378
- F_max (eV/A) = 4.61
- relative energy (zero: lowest compared OMol25 entry of this formula, charge and spin) (kJ/mol) = 629.0
- HOMO level (spin up / spin down) (eV) = -14.786 / -15.027
- structure (SMILES) = C1#COC[NH2+]1

Here is a structure of composition C9H33N12O8 from the Open Molecules 2025 dataset. Energies are from ωB97M-V with the def2-TZVPD basis set.

ORCA input file:
```
! wB97M-V def2-TZVPD RIJCOSX def2/J DEFGRID3
* xyz -1 1
C 8.22 -23.48 15.82
O 8.30 -24.68 15.09
H 7.41 -22.77 15.61
H 8.21 -23.59 16.91
H 9.06 -22.84 15.57
C 6.18 -23.96 18.12
C 5.15 -25.16 18.27
O 4.38 -25.01 19.47
H 5.63 -23.04 17.89
H 6.69 -24.13 17.18
H 6.80 -23.64 18.96
H 5.58 -26.14 18.48
H 4.54 -25.25 17.37
H 3.56 -24.53 19.31
C 5.48 -25.23 15.59
O 4.37 -25.76 15.85
N 5.66 -24.05 15.16
N 6.58 -25.76 15.91
H 6.63 -23.81 15.03
H 4.85 -23.67 14.69
H 7.43 -25.21 15.93
H 6.66 -26.70 16.28
C 7.41 -24.83 12.37
O 7.25 -25.00 11.18
N 8.52 -24.85 12.95
N 6.42 -24.77 13.20
H 9.38 -25.09 12.48
H 8.51 -24.87 13.96
H 6.48 -24.76 14.21
H 5.54 -25.08 12.81
C 7.90 -21.92 12.59
O 6.82 -22.26 12.14
N 8.45 -22.42 13.66
N 8.69 -20.98 12.20
H 9.35 -22.11 14.00
H 7.94 -23.20 14.05
H 9.67 -21.19 12.35
H 8.39 -20.24 11.58
C 8.72 -26.34 17.43
O 8.65 -27.32 18.11
N 8.58 -26.38 16.09
N 9.25 -25.23 17.76
H 8.45 -25.50 15.61
H 8.24 -27.29 15.80
H 9.64 -24.96 18.65
H 9.13 -24.61 16.97
C 11.10 -24.68 14.47
O 12.28 -24.70 14.14
N 10.35 -23.63 14.37
N 10.45 -25.70 14.97
H 10.58 -22.83 13.79
H 9.41 -23.70 14.74
H 9.63 -25.56 15.55
H 10.88 -26.60 14.89
C 9.50 -23.53 19.20
O 10.37 -24.18 18.74
N 8.76 -22.63 18.54
N 9.08 -23.69 20.35
H 8.76 -22.61 17.53
H 8.14 -22.01 19.04
H 8.71 -22.83 20.74
H 9.48 -24.43 20.91
*
```

- orbital gap (eV) = 7.305
- F_max (eV/A) = 15.54
- relative energy (zero: lowest compared OMol25 entry of this formula, charge and spin) (kJ/mol) = 2694.1
- HOMO level (eV) = -5.296

Here is a cluster of 2 separate species, C2H2N6O3 in total from the Open Molecules 2025 dataset. Energies are from ωB97M-V with the def2-TZVPD basis set.

ORCA input file:
```
! wB97M-V def2-TZVPD RIJCOSX def2/J DEFGRID3
* xyz 0 1
C 2.17 1.26 -0.13
C -0.08 -0.88 -0.17
N 3.25 1.60 -0.21
N -1.27 -0.88 0.05
N 0.91 1.05 -0.23
N -0.14 1.76 -0.08
N 0.92 -1.98 0.03
N -2.47 -0.29 -0.04
O -0.17 2.92 0.23
O 0.63 -2.93 -0.68
O 1.80 -1.72 0.79
H -2.55 0.69 -0.36
H -3.01 -0.60 0.79
*
```

- orbital gap (spin up / spin down) (eV) = 7.124 / 7.124
- F_max (eV/A) = 4.99
- relative energy (zero: lowest compared OMol25 entry of this formula, charge and spin) (kJ/mol) = 363.3
- HOMO level (spin up / spin down) (eV) = -9.548 / -9.548